Density functional theory data (the ωB97M-V functional and the def2-TZVPD basis) for a molecular structure, C3HFO2Pb.

Output
* LUMO: -0.4522 Eh
* E_tot: -15160.9506 eV
* M: 295.24 g mol⁻¹
* total charge: +2
* ΔE to the lowest compared entry with this formula, charge and spin: 47.1 kcal/mol
* highest occupied orbital energy: -18.789 eV

Geometry as XYZ:
```
8
Properties=species:S:1:pos:R:3:lowdin_charge:R:1
H -1.956 -0.240 1.397 0.31
O -0.029 -1.207 0.179 0.04
O -0.245 0.922 0.177 0.13
C -1.359 -1.066 0.274 0.12
C -1.559 0.356 0.246 -0.30
C 0.607 -0.018 0.044 -0.36
F -2.415 0.946 -0.539 0.24
Pb 2.905 0.221 -0.224 1.82
```

***

Density functional theory data (the ωB97M-V functional and the def2-TZVPD basis) for a molecular structure, CH3NOP2S.

Output
* LUMO: -0.0406 Eh
* E_tot: -34034.8061 eV
* M: 139.06 g mol⁻¹
* ΔE to the lowest compared entry with this formula, charge and spin: 39.9 kcal/mol
* highest occupied orbital energy: -8.530 eV

Geometry as XYZ:
```
9
Properties=species:S:1:pos:R:3:lowdin_charge:R:1
C 0.716 1.273 0.248 -0.53
N -0.340 1.469 -0.544 -0.24
O -0.813 -0.477 0.913 -0.69
P 0.796 -0.130 1.342 0.89
P -1.449 0.374 -0.296 0.27
S -3.333 0.157 -0.601 0.26
H 1.597 1.721 -0.202 0.05
H 1.378 -2.054 -0.112 -0.05
H 1.449 -2.334 -0.749 0.04
```

***

Density functional theory data (the ωB97M-V functional and the def2-TZVPD basis) for a molecular structure, C33H36BrCl5N3O4SSiV.

Output
* LUMO (spin up / spin down): -0.0250 / -0.0241 Eh
* E_tot: -224527.7122 eV
* multiplicity: 3
* M: 906.93 g mol⁻¹
* ΔE to the lowest compared entry with this formula, charge and spin: 0.0 kcal/mol
* highest occupied orbital energy (spin up / spin down): -8.113 / -8.191 eV

Geometry as XYZ:
```
85
Properties=species:S:1:pos:R:3:lowdin_spin:R:1
V 1.760 0.069 0.639 1.97
Cl 2.895 -0.632 4.183 0.00
C 4.063 -0.309 2.943 0.00
C 3.651 -0.092 1.627 -0.02
C 4.663 0.244 0.742 0.00
Cl 4.151 0.567 -0.889 0.01
C 6.010 0.334 1.064 0.00
Cl 7.182 0.758 -0.117 0.00
C 6.382 0.073 2.378 0.01
Cl 8.036 0.156 2.834 0.00
C 5.407 -0.246 3.323 0.00
Cl 5.877 -0.546 4.950 0.00
Br -5.625 -3.117 0.087 0.00
C -4.831 -2.773 1.773 0.00
C -4.528 -3.837 2.606 0.00
C -3.973 -3.588 3.849 0.00
C -3.672 -2.287 4.232 0.00
C -4.002 -1.223 3.400 0.00
C -4.592 -1.467 2.166 0.00
N -3.171 -2.071 5.564 0.00
N -2.196 -1.343 5.781 0.00
C -1.482 -0.701 4.703 0.00
C -1.418 0.666 4.668 0.00
C -0.690 1.354 3.680 0.00
C 0.017 0.657 2.730 0.00
O 0.750 1.205 1.763 0.00
C 0.026 -0.754 2.810 0.00
N 0.848 -1.367 1.914 -0.01
C 0.977 -2.671 1.957 0.02
C 0.321 -3.453 2.920 0.00
C -0.502 -2.856 3.834 0.01
C -0.700 -1.459 3.789 0.00
H -4.747 -4.849 2.294 0.00
H -3.778 -4.402 4.537 0.00
H -3.811 -0.207 3.719 0.00
H -4.868 -0.645 1.520 0.00
H -1.956 1.228 5.422 0.00
H -0.668 2.437 3.668 0.00
H 1.634 -3.120 1.223 0.00
H 0.492 -4.520 2.937 0.00
H -0.985 -3.443 4.604 0.00
C 0.880 3.520 -2.427 0.00
C 0.884 2.979 -1.006 0.00
C 2.080 3.515 -0.235 0.00
C -0.417 3.331 -0.300 0.00
O 1.062 1.524 -1.047 0.01
Si 0.257 0.388 -1.971 0.00
S 1.056 -1.358 -1.152 -0.01
O -1.313 0.673 -1.653 0.00
C -2.512 0.156 -2.247 0.00
C -2.359 -1.329 -2.547 0.00
C -3.589 0.380 -1.199 0.00
C -2.815 0.947 -3.511 0.00
O 0.426 0.561 -3.579 0.00
C 1.427 0.206 -4.549 0.00
C 1.147 -1.218 -5.006 0.00
C 1.257 1.187 -5.698 0.00
C 2.824 0.312 -3.957 0.00
H 0.792 4.607 -2.399 0.00
H 0.038 3.120 -2.998 0.00
H 1.807 3.262 -2.942 0.00
H 2.035 4.603 -0.182 0.00
H 3.010 3.230 -0.729 0.00
H 2.077 3.124 0.784 0.00
H -0.488 4.417 -0.207 0.00
H -0.436 2.890 0.694 0.00
H -1.274 2.970 -0.870 0.00
H -2.079 -1.870 -1.641 0.00
H -1.591 -1.496 -3.311 0.00
H -3.303 -1.735 -2.915 0.00
H -3.336 -0.180 -0.297 0.00
H -4.562 0.041 -1.561 0.00
H -3.651 1.441 -0.948 0.00
H -2.007 0.826 -4.234 0.00
H -2.921 2.007 -3.273 0.00
H -3.749 0.598 -3.958 0.00
H 0.154 -1.281 -5.457 0.00
H 1.192 -1.899 -4.153 0.00
H 1.885 -1.535 -5.746 0.00
H 0.233 1.149 -6.074 0.00
H 1.939 0.940 -6.515 0.00
H 1.467 2.205 -5.365 0.00
H 2.966 -0.438 -3.177 0.00
H 2.982 1.307 -3.531 0.00
H 3.574 0.150 -4.734 0.00
```

***

Density functional theory data (the ωB97M-V functional and the def2-TZVPD basis) for 2 unconnected molecules or ions with the total composition C4H7NO2.

Output
* LUMO: 0.0074 Eh
* E_tot: -9844.6218 eV
* M: 101.10 g mol⁻¹
* ΔE to the lowest compared entry with this formula, charge and spin: 61.3 kcal/mol
* SMILES: C=NC=O.C=CO
* highest occupied orbital energy: -9.078 eV

Geometry as XYZ:
```
14
Properties=species:S:1:pos:R:3:lowdin_charge:R:1
C 0.321 -1.126 -1.087 -0.02
N 1.160 -1.275 -0.144 0.03
C 2.191 -0.329 -0.034 -0.34
O 2.036 0.869 -0.080 0.04
H 0.414 -0.348 -1.851 0.10
H -0.536 -1.798 -1.143 0.09
H 3.169 -0.787 0.179 0.12
C -1.052 1.474 0.231 0.00
C -1.716 0.362 0.538 -0.31
O -1.360 -0.579 1.450 -0.02
H -1.424 2.133 -0.544 0.06
H -0.115 1.745 0.710 0.05
H -2.643 0.079 0.045 0.11
H -0.447 -0.419 1.729 0.09
```

***

Density functional theory data (the ωB97M-V functional and the def2-TZVPD basis) for a single C10H13N3O molecule.

Output
* LUMO (spin up / spin down): -0.0028 / 0.0041 Eh
* E_tot: -17093.3107 eV
* M: 191.23 g mol⁻¹
* ΔE to the lowest compared entry with this formula, charge and spin: 79.7 kcal/mol
* highest occupied orbital energy (spin up / spin down): -7.091 / -7.104 eV

Geometry as XYZ:
```
27
Properties=species:S:1:pos:R:3:lowdin_charge:R:1
C -1.916 -1.625 -1.027 -0.17
C -0.541 -1.641 -0.913 -0.09
C -1.566 -1.069 1.043 -0.32
C -0.217 1.851 0.137 -0.06
C -1.344 1.206 0.283 -0.27
C 2.548 0.503 0.498 -0.15
C 2.226 -1.036 0.305 -0.16
C 1.972 1.560 -0.560 -0.17
C 0.937 -1.481 1.027 -0.02
C -2.658 1.629 -0.508 -0.01
N -2.531 -1.309 0.080 0.07
N 0.916 2.313 0.171 0.08
N -0.257 -1.475 0.409 -0.01
O -1.392 0.301 1.360 0.00
H -2.381 -1.712 -2.047 0.13
H 0.202 -1.826 -1.656 0.10
H -1.777 -1.532 1.900 0.12
H 2.317 0.728 1.521 0.09
H 3.713 0.491 0.414 0.13
H 2.134 -1.255 -0.776 0.09
H 3.046 -1.664 0.767 0.12
H 2.781 2.305 -0.806 0.11
H 1.618 1.260 -1.519 0.09
H 0.916 -1.535 2.040 0.09
H -2.698 2.702 -0.579 0.06
H -3.466 1.179 0.009 0.05
H -2.581 1.132 -1.573 0.10
```

***

Density functional theory data (the ωB97M-V functional and the def2-TZVPD basis) for a molecular structure, C28H41BaN5OPTe.

Output
* LUMO (spin up / spin down): -0.0011 / -0.0182 Eh
* E_tot: -56470.0704 eV
* multiplicity: 2
* M: 759.57 g mol⁻¹
* ΔE to the lowest compared entry with this formula, charge and spin: 0.3 kcal/mol
* highest occupied orbital energy (spin up / spin down): -6.549 / -6.546 eV

Geometry as XYZ:
```
78
Properties=species:S:1:pos:R:3:lowdin_spin:R:1
Ba 1.654 -0.506 0.725 0.03
C -1.318 -1.677 1.461 0.80
H -1.173 -1.282 2.452 0.06
H -1.324 -2.737 1.285 0.05
H -1.639 -0.978 0.706 0.05
C 0.402 2.882 -4.561 0.00
N 0.145 2.555 -3.102 0.00
C 0.654 3.714 -2.236 0.00
N 2.016 3.987 -2.509 0.00
C 2.217 4.257 -3.926 0.00
N 1.784 3.152 -4.781 0.00
C 2.630 1.962 -4.599 0.00
P 2.621 1.290 -2.859 0.00
C 0.793 1.252 -2.737 0.00
C 2.878 2.913 -2.014 0.00
H -0.206 3.759 -4.797 0.00
H 0.068 2.023 -5.144 0.00
H -0.858 2.469 -2.935 0.00
H 0.491 3.392 -1.206 0.00
H 0.017 4.565 -2.495 0.00
H 3.275 4.444 -4.106 0.00
H 1.648 5.149 -4.201 0.00
H 3.652 2.220 -4.888 0.00
H 2.294 1.179 -5.282 0.00
H 0.460 1.006 -1.731 0.00
H 0.426 0.490 -3.427 0.00
H 3.928 3.202 -2.128 0.00
H 2.700 2.770 -0.938 0.00
C 0.355 3.234 2.034 0.00
C 0.773 2.203 1.003 0.00
O -0.075 1.863 0.093 0.00
N 1.972 1.697 1.036 0.00
Te 3.252 0.935 2.946 0.00
C 4.649 0.296 4.536 0.00
C 4.490 0.811 5.817 0.00
C 3.350 1.707 6.236 0.00
C 5.420 0.502 6.811 0.00
C 6.512 -0.311 6.564 0.00
C 7.505 -0.639 7.639 0.00
C 6.645 -0.840 5.282 0.00
C 5.732 -0.550 4.282 0.00
C 5.940 -1.190 2.935 0.00
C 4.812 1.703 1.719 0.00
C 5.054 1.098 0.480 0.00
C 4.171 -0.038 0.038 0.00
C 5.995 1.614 -0.390 0.00
C 6.728 2.749 -0.039 0.00
C 7.739 3.339 -0.975 0.00
C 6.473 3.336 1.194 0.00
C 5.525 2.831 2.083 0.00
C 5.284 3.538 3.384 0.00
H -0.658 3.591 1.855 0.00
H 1.053 4.074 2.010 0.00
H 0.411 2.811 3.040 0.00
H 2.715 2.003 5.405 0.00
H 3.736 2.615 6.706 0.00
H 2.724 1.203 6.976 0.00
H 5.281 0.919 7.804 0.00
H 7.336 -0.034 8.530 0.00
H 8.527 -0.465 7.300 0.00
H 7.435 -1.689 7.932 0.00
H 7.480 -1.497 5.063 0.00
H 6.604 -2.051 3.012 0.00
H 6.379 -0.489 2.224 0.00
H 4.991 -1.529 2.516 0.00
H 3.946 -0.602 0.947 0.00
H 4.541 -0.683 -0.754 0.00
H 3.251 0.477 -0.265 0.00
H 6.169 1.127 -1.342 0.00
H 7.977 2.648 -1.783 0.00
H 8.667 3.582 -0.455 0.00
H 7.369 4.264 -1.422 0.00
H 7.024 4.227 1.477 0.00
H 5.703 4.544 3.358 0.00
H 5.739 2.994 4.215 0.00
H 4.215 3.606 3.597 0.00
N 1.079 -1.795 -1.456 0.00
C 1.439 -1.856 -2.563 0.00
```